{
  "formula": "C3H7NO2",
  "method": "ωB97M-V with the def2-TZVPD basis set",
  "e_tot_ev": -8804.28042,
  "homo_lumo_gap_ha": 0.3773,
  "e_above_lowest_ev": 6.248,
  "species": ["C", "C", "C", "N", "O", "O", "H", "H", "H", "H", "H", "H", "H"],
  "xyz": [[-0.690, -1.682, 0.807], [0.325, -0.608, 1.247], [-0.089, -1.343, -0.522], [0.585, -0.303, -0.146], [1.035, 3.029, -1.174], [-0.197, 2.369, -1.468], [-1.009, -2.616, 1.149], [-1.661, -1.187, 0.920], [-0.049, 0.174, 1.956], [1.131, -1.183, 1.768], [-0.184, -1.644, -1.515], [-0.160, 1.430, -1.106], [0.965, 3.563, -1.917]]
}

{
  "formula": "C3H5NO2",
  "method": "ωB97M-V with the def2-TZVPD basis set",
  "e_tot_ev": -8773.96047,
  "homo_lumo_gap_ha": 0.3248,
  "e_above_lowest_ev": 3.734,
  "species": ["O", "C", "C", "O", "C", "N", "H", "H", "H", "H", "H"],
  "xyz": [[-1.626, -1.739, 0.544], [-1.318, -0.567, 0.105], [0.161, 1.780, -0.033], [0.829, 0.569, -0.410], [0.201, -0.588, -0.185], [0.767, -1.723, -0.259], [-0.814, -2.328, 0.539], [-0.852, 1.812, -0.435], [0.771, 2.587, -0.438], [0.122, 1.865, 1.058], [1.759, -1.667, -0.486]]
}